Record 1
Computed, not measured: C27H34N6O4PtSTe as an isolated structure, with ωB97M-V/def2-TZVPD.

```
74
C27H34N6O4PtSTe | OMol25 | ωB97M-V/def2-TZVPD
Pt 0.74 1.48 0.09
C -2.22 2.04 -1.47
C -2.49 2.01 0.00
C -3.78 2.17 0.50
C -3.98 2.07 1.87
C -2.89 1.83 2.70
C -1.62 1.73 2.14
N -1.45 1.81 0.80
C -0.40 1.53 2.95
C -0.44 1.40 4.34
C 0.74 1.19 5.03
C 1.94 1.13 4.34
C 1.93 1.30 2.95
N 0.77 1.48 2.31
C 3.16 1.33 2.14
C 4.44 1.35 2.70
C 5.54 1.35 1.86
C 5.36 1.35 0.49
C 4.06 1.34 -0.01
C 3.79 1.33 -1.48
N 3.01 1.32 0.81
H -2.78 1.26 -1.98
H -1.15 1.89 -1.66
H -2.55 2.99 -1.89
H -4.60 2.35 -0.17
H -4.97 2.17 2.29
H -3.05 1.74 3.76
H -1.37 1.47 4.87
H 0.73 1.07 6.10
H 2.85 0.94 4.87
H 4.58 1.38 3.77
H 6.54 1.35 2.28
H 6.20 1.36 -0.18
H 4.33 0.52 -1.96
H 4.14 2.26 -1.93
H 2.72 1.22 -1.67
C 0.87 4.82 1.40
Te 1.61 3.97 -0.43
C 0.19 5.07 -1.60
H 1.02 5.90 1.37
H 1.42 4.40 2.23
H -0.19 4.60 1.48
H -0.82 4.88 -1.25
H 0.30 4.79 -2.64
H 0.42 6.12 -1.49
C -3.80 -3.96 -4.42
C -3.35 -5.25 -3.76
S -2.77 -4.90 -2.08
O -2.77 -6.09 -1.27
O -3.43 -3.74 -1.54
C -1.00 -4.38 -2.22
C -0.55 -4.18 -0.78
N 0.16 -2.94 -0.59
C -0.38 -1.73 -0.34
N 0.57 -0.80 -0.24
C 1.76 -1.43 -0.42
C 1.52 -2.76 -0.66
N 2.52 -3.73 -1.00
O 3.66 -3.34 -0.87
O 2.16 -4.81 -1.40
C -1.83 -1.47 -0.23
H -4.31 -4.18 -5.36
H -2.96 -3.30 -4.63
H -4.49 -3.44 -3.76
H -2.52 -5.73 -4.27
H -4.17 -5.96 -3.65
H -0.99 -3.45 -2.79
H -0.42 -5.14 -2.73
H 0.09 -5.01 -0.47
H -1.43 -4.18 -0.13
H 2.71 -0.95 -0.37
H -2.36 -2.29 0.26
H -2.28 -1.38 -1.22
H -2.00 -0.55 0.32
```

Computed properties:
Highest occupied orbital energy (alpha / beta) ... -13.494 / -14.531 eV
2S+1 ... 3
LUMO (alpha / beta) ... -6.1 / -7.1 eV
Energy relative to the best compared isomer or geometry (same formula, charge and spin) ... 0.553 eV
Strongest force on any atom ... 1.467 eV Å⁻¹
Net charge ... +2
<S²> ... 2.007

---

Record 2
Computed, not measured: C27H34N6Se2V as an isolated structure, with ωB97M-V/def2-TZVPD.

```
70
C27H34N6Se2V | OMol25 | ωB97M-V/def2-TZVPD
V 0.40 -1.58 1.58
Se 0.54 0.74 3.03
Se 2.94 -2.07 2.07
C 2.89 -1.07 0.49
C 3.99 -0.65 -0.27
C 3.78 0.10 -1.41
C 2.48 0.45 -1.78
C 1.44 0.02 -0.98
N 1.65 -0.73 0.11
C -0.44 -0.48 4.05
C -0.97 -0.28 5.33
C -1.67 -1.29 5.93
C -1.84 -2.52 5.28
C -1.28 -2.66 4.03
N -0.60 -1.67 3.44
H 4.99 -0.93 0.05
H 4.62 0.42 -2.01
H 2.28 1.04 -2.66
H 0.41 0.28 -1.19
H -0.82 0.68 5.81
H -2.09 -1.15 6.92
H -2.39 -3.33 5.73
H -1.36 -3.58 3.46
C -0.77 3.14 -1.84
C -0.91 4.68 -1.96
N -0.59 5.30 -0.67
C -1.59 4.89 0.32
C -1.71 3.34 0.34
N -0.61 2.75 -0.44
C 0.65 3.30 0.06
C 0.73 4.82 -0.24
H 0.10 2.77 -2.39
H -1.66 2.63 -2.24
H -1.93 4.97 -2.23
H -0.24 5.08 -2.72
H -2.54 5.36 0.06
H -1.28 5.28 1.29
H -2.65 3.01 -0.10
H -1.66 2.95 1.36
H 1.48 2.76 -0.39
H 0.69 3.12 1.14
H 1.44 5.03 -1.04
H 1.05 5.39 0.64
N -1.32 -0.64 0.75
C -2.18 -0.07 0.26
C -3.25 0.64 -0.36
C -4.26 1.18 0.43
C -5.28 1.91 -0.17
C -5.28 2.09 -1.55
C -4.27 1.55 -2.33
C -3.25 0.82 -1.74
H -4.24 1.04 1.50
H -6.06 2.34 0.44
H -6.07 2.67 -2.01
H -4.28 1.70 -3.40
H -2.46 0.39 -2.34
C 0.35 -5.44 1.27
C -0.01 -4.33 0.29
C -1.46 -4.47 -0.19
C 0.95 -4.33 -0.90
N 0.13 -3.06 0.96
H 0.29 -6.42 0.78
H -0.33 -5.45 2.12
H 1.36 -5.30 1.64
H -1.59 -5.42 -0.71
H -1.72 -3.66 -0.87
H -2.15 -4.44 0.66
H 0.90 -5.29 -1.43
H 1.97 -4.18 -0.55
H 0.70 -3.53 -1.59
```

Computed properties:
Highest occupied orbital energy (alpha / beta) ... -6.754 / -6.772 eV
2S+1 ... 2
LUMO (alpha / beta) ... -0.2 / -0.2 eV
Energy relative to the best compared isomer or geometry (same formula, charge and spin) ... 0.112 eV
Strongest force on any atom ... 0.342 eV Å⁻¹
Net charge ... 0
<S²> ... 0.822

---

Record 3
Computed, not measured: C27H34NOPmSi as an isolated structure, with ωB97M-V/def2-TZVPD.

```
65
C27H34NOPmSi | OMol25 | ωB97M-V/def2-TZVPD
C -0.58 -0.02 -2.43
C 0.75 -0.50 -2.27
C 0.68 -1.80 -1.69
H 1.65 0.00 -2.59
C -0.70 -2.13 -1.50
C -1.47 -1.03 -1.96
H -1.08 -3.08 -1.11
C 0.72 2.32 0.93
C 1.45 1.97 -0.24
C 2.32 0.89 0.10
H 1.38 2.46 -1.21
C 2.12 0.57 1.48
C 1.13 1.48 2.00
H 1.53 -2.47 -1.52
H -2.56 -0.96 -1.93
H -0.87 0.95 -2.84
H 0.79 1.50 3.04
H 3.01 0.37 -0.57
H -0.14 3.00 0.95
Pm -0.16 -0.06 0.17
C 2.70 -0.60 2.24
C 2.93 -0.20 3.70
C 4.04 -1.03 1.61
H 3.58 0.69 3.75
H 3.42 -1.04 4.22
H 1.99 0.02 4.21
H 4.72 -0.16 1.56
H 3.91 -1.43 0.60
H 4.49 -1.81 2.25
C 1.69 -1.79 2.13
C 2.06 -3.04 2.94
H 1.61 -2.09 1.06
H 0.68 -1.48 2.50
O 2.85 -3.04 3.88
N 1.47 -4.22 2.58
C 0.58 -4.53 1.47
H 1.68 -4.98 3.21
C 1.31 -4.88 0.19
C 0.56 -5.30 -0.92
H -0.51 -5.44 -0.80
C 1.19 -5.54 -2.14
H 0.58 -5.82 -3.01
C 2.58 -5.41 -2.26
H 3.07 -5.59 -3.22
C 3.34 -5.05 -1.14
H 4.42 -4.97 -1.21
C 2.70 -4.80 0.09
H 3.30 -4.56 0.97
H -0.12 -3.69 1.29
H -0.04 -5.38 1.77
C -2.95 4.67 -2.59
Si -3.37 4.06 -0.88
C -2.93 5.42 0.34
C -5.19 3.63 -0.78
C -2.49 2.52 -0.41
C -2.05 1.43 0.01
H -3.59 5.54 -2.83
H -3.12 3.90 -3.36
H -1.91 4.99 -2.67
H -3.58 6.29 0.18
H -3.05 5.07 1.37
H -1.89 5.75 0.22
H -5.43 2.84 -1.50
H -5.43 3.24 0.22
H -5.84 4.50 -0.98
```

Computed properties:
Highest occupied orbital energy (alpha / beta) ... -8.208 / -8.275 eV
2S+1 ... 5
LUMO (alpha / beta) ... -0.3 / -0.3 eV
Energy relative to the best compared isomer or geometry (same formula, charge and spin) ... 0.000 eV
Strongest force on any atom ... 1.885 eV Å⁻¹
Net charge ... 0
<S²> ... 6.007

---

Record 4
Computed, not measured: C27H35BBrF2FeN3O3PS5 as an isolated structure, with ωB97M-V/def2-TZVPD.

```
79
C27H35BBrF2FeN3O3PS5 | OMol25 | ωB97M-V/def2-TZVPD
Fe -1.80 1.38 -0.15
C -3.98 -1.35 -4.19
C -4.63 -1.53 -2.82
S -3.59 -1.00 -1.43
C -4.63 0.32 -0.76
C -4.78 1.58 -1.62
S -3.19 2.49 -1.68
C -2.64 2.40 -3.41
C -2.44 1.04 -4.04
S -3.93 0.35 -4.82
H -4.57 -1.88 -4.94
H -2.98 -1.76 -4.22
H -4.86 -2.58 -2.67
H -5.56 -0.97 -2.77
H -4.19 0.63 0.18
H -5.61 -0.11 -0.52
H -5.49 2.25 -1.15
H -5.11 1.38 -2.64
H -1.69 2.93 -3.37
H -3.32 3.01 -4.01
H -2.09 0.32 -3.30
H -1.68 1.13 -4.82
Br 6.42 -3.59 0.99
C 6.09 -1.92 0.17
C 6.60 -1.67 -1.09
C 6.34 -0.45 -1.70
C 5.58 0.52 -1.04
C 5.08 0.25 0.25
C 5.33 -0.97 0.85
N 5.27 1.68 -1.72
N 4.68 2.64 -1.09
C 3.38 2.83 -0.96
C 3.00 3.94 -0.18
C 1.69 4.15 0.22
C 0.72 3.25 -0.16
O -0.59 3.39 0.23
C 1.02 2.14 -1.00
N 0.00 1.29 -1.29
C 0.27 0.21 -1.99
C 1.53 -0.05 -2.54
C 2.56 0.82 -2.26
C 2.34 1.93 -1.44
H 7.18 -2.42 -1.60
H 6.71 -0.23 -2.69
H 4.48 0.99 0.77
H 4.92 -1.19 1.83
H 3.79 4.60 0.15
H 1.42 4.97 0.86
H -0.54 -0.49 -2.13
H 1.70 -0.93 -3.14
H 3.54 0.63 -2.67
C -1.60 -3.64 1.99
C -0.19 -3.13 1.74
C 0.05 -2.80 0.28
O 0.06 -2.05 2.68
P 0.07 -0.48 2.40
S 1.63 0.15 1.42
S -1.79 -0.06 1.63
O 0.13 0.08 3.88
C -0.47 -0.41 5.11
C -1.91 -0.83 4.95
C 0.41 -1.49 5.71
H -1.76 -4.56 1.43
H -2.33 -2.90 1.67
H -1.74 -3.86 3.05
H 0.54 -3.89 2.04
H -0.65 -2.04 -0.07
H -0.10 -3.71 -0.30
H 1.07 -2.44 0.12
H -0.44 0.48 5.74
H -2.01 -1.71 4.31
H -2.52 -0.03 4.53
H -2.30 -1.08 5.94
H 0.38 -2.39 5.11
H 0.06 -1.72 6.72
H 1.44 -1.14 5.77
F -2.39 3.30 1.69
B -1.09 3.06 1.50
F -0.27 2.92 2.52
```

Computed properties:
Highest occupied orbital energy (alpha / beta) ... -7.523 / -6.786 eV
2S+1 ... 6
LUMO (alpha / beta) ... 0.0 / -1.2 eV
Energy relative to the best compared isomer or geometry (same formula, charge and spin) ... 1.005 eV
Strongest force on any atom ... 0.564 eV Å⁻¹
Net charge ... 0
<S²> ... 8.905

---

Record 5
Computed, not measured: C27H35BaIN4P2 as an isolated structure, with ωB97M-V/def2-TZVPD.

```
70
C27H35BaIN4P2 | OMol25 | ωB97M-V/def2-TZVPD
Ba 3.95 2.70 0.90
C 3.31 -1.82 4.30
C 3.16 -1.72 2.98
C 1.95 -1.26 2.25
C 1.73 0.25 2.43
C 1.49 0.82 3.83
C 0.96 0.21 4.91
C 0.85 -1.29 5.03
C 2.18 -2.03 5.30
C 5.00 2.44 3.61
H 4.30 -1.90 4.76
H 4.02 -1.83 2.31
H 1.05 -1.84 2.46
H 2.17 -1.44 1.19
H 2.68 0.67 1.95
H 0.85 0.57 1.83
H 1.49 1.94 3.86
H 0.52 0.79 5.75
H 0.29 -1.69 4.17
H 0.23 -1.50 5.92
H 2.60 -1.69 6.26
H 1.94 -3.13 5.42
H 5.86 2.21 4.29
H 4.08 1.86 3.94
H 4.80 3.54 3.67
P -1.55 1.70 -1.34
P 0.25 -0.83 -2.47
N -2.87 1.95 -0.20
N -2.12 3.01 -2.43
N -0.41 -2.22 -1.64
N 0.89 -1.85 -3.79
C -2.36 0.31 -2.23
C -1.40 -0.37 -3.21
C -2.64 1.99 1.18
C -3.85 2.07 1.85
C -4.89 2.08 0.85
C -4.26 1.97 -0.39
C -1.30 4.10 -2.73
C -1.95 4.93 -3.61
C -3.24 4.35 -3.88
C -3.30 3.15 -3.18
C -0.06 -2.38 -0.30
C -0.77 -3.43 0.24
C -1.65 -3.92 -0.79
C -1.45 -3.12 -1.91
C 0.39 -2.99 -4.43
C 1.12 -3.22 -5.58
C 2.11 -2.19 -5.67
C 1.94 -1.36 -4.57
H -3.22 0.62 -2.82
H -2.73 -0.39 -1.48
H -1.85 -1.26 -3.66
H -1.13 0.32 -4.02
H -1.62 1.95 1.54
H -3.99 2.12 2.93
H -5.96 2.15 1.03
H -4.70 1.89 -1.37
H -0.32 4.14 -2.27
H -1.56 5.84 -4.03
H -4.02 4.77 -4.49
H -4.06 2.39 -3.19
H 0.61 -1.64 0.12
H -0.68 -3.79 1.26
H -2.35 -4.74 -0.71
H -2.02 -3.11 -2.84
H -0.42 -3.57 -4.01
H 0.95 -4.02 -6.30
H 2.84 -2.06 -6.46
H 2.47 -0.48 -4.25
I 5.64 0.31 1.95
```

Computed properties:
Highest occupied orbital energy ... -5.067 eV
2S+1 ... 1
LUMO ... -1.3 eV
Strongest force on any atom ... 3.374 eV Å⁻¹
Net charge ... 0

---

Record 6
Computed, not measured: C27H35BiBrN3O4S2 as an isolated structure, with ωB97M-V/def2-TZVPD.

```
73
C27H35BiBrN3O4S2 | OMol25 | ωB97M-V/def2-TZVPD
Bi 0.90 0.96 -0.84
N -0.90 4.67 0.50
C -0.21 3.78 -0.22
S 1.19 3.01 0.57
N -0.52 3.60 -1.45
N 0.20 2.69 -2.14
C 0.33 2.78 -3.42
C 1.29 2.05 -4.18
C 1.19 2.07 -5.58
C 2.18 1.59 -6.40
C 3.34 1.08 -5.82
C 3.47 1.02 -4.45
C 2.47 1.49 -3.58
O 2.68 1.44 -2.30
H -0.71 4.78 1.47
H -1.74 5.04 0.09
H -0.24 3.54 -3.94
H 0.29 2.49 -6.00
H 2.09 1.64 -7.47
H 4.15 0.71 -6.44
H 4.35 0.62 -3.99
C -6.19 -2.20 0.33
C -4.95 -2.92 0.88
C -4.71 -4.21 0.08
C -5.23 -3.29 2.34
C -3.75 -2.00 0.75
C -3.41 -1.46 -0.49
C -2.42 -0.51 -0.55
Br -1.95 0.25 -2.26
C -1.72 -0.01 0.56
O -0.98 1.07 0.43
C -1.92 -0.71 1.77
C -2.95 -1.64 1.83
C -1.13 -0.45 3.05
C 0.18 0.31 2.83
C -2.01 0.35 4.01
C -0.75 -1.79 3.71
H -7.07 -2.81 0.50
H -6.11 -2.01 -0.74
H -6.33 -1.25 0.83
H -5.60 -4.83 0.12
H -3.87 -4.76 0.51
H -4.47 -3.99 -0.96
H -6.15 -3.86 2.40
H -5.35 -2.39 2.94
H -4.43 -3.89 2.75
H -3.93 -1.75 -1.38
H -3.15 -2.09 2.78
H 0.00 1.31 2.46
H 0.82 -0.20 2.11
H 0.73 0.38 3.77
H -2.28 1.30 3.56
H -1.49 0.55 4.94
H -2.93 -0.19 4.24
H -0.21 -2.42 3.01
H -1.62 -2.34 4.07
H -0.11 -1.60 4.57
O 3.08 -1.52 -2.22
C 1.98 -1.30 -2.37
O 3.08 0.37 0.25
S 4.13 1.36 -0.13
C 5.50 0.31 -0.79
C 6.50 0.05 0.33
C 5.76 0.26 1.64
C 5.02 1.57 1.47
H 5.94 0.83 -1.63
H 5.00 -0.60 -1.13
H 7.33 0.75 0.27
H 6.90 -0.96 0.26
H 6.42 0.26 2.51
H 5.03 -0.54 1.78
H 5.69 2.42 1.38
H 4.26 1.75 2.22
```

Computed properties:
Highest occupied orbital energy ... -7.289 eV
2S+1 ... 1
LUMO ... 0.1 eV
Energy relative to the best compared isomer or geometry (same formula, charge and spin) ... 0.648 eV
Strongest force on any atom ... 2.140 eV Å⁻¹
Net charge ... 0

---

Q: What is the formula in the fourth record?
A: C27H35BBrF2FeN3O3PS5

---

Copy entry 2 word for word.
Computed, not measured: C27H34N6Se2V as an isolated structure, with ωB97M-V/def2-TZVPD.

```
70
C27H34N6Se2V | OMol25 | ωB97M-V/def2-TZVPD
V 0.40 -1.58 1.58
Se 0.54 0.74 3.03
Se 2.94 -2.07 2.07
C 2.89 -1.07 0.49
C 3.99 -0.65 -0.27
C 3.78 0.10 -1.41
C 2.48 0.45 -1.78
C 1.44 0.02 -0.98
N 1.65 -0.73 0.11
C -0.44 -0.48 4.05
C -0.97 -0.28 5.33
C -1.67 -1.29 5.93
C -1.84 -2.52 5.28
C -1.28 -2.66 4.03
N -0.60 -1.67 3.44
H 4.99 -0.93 0.05
H 4.62 0.42 -2.01
H 2.28 1.04 -2.66
H 0.41 0.28 -1.19
H -0.82 0.68 5.81
H -2.09 -1.15 6.92
H -2.39 -3.33 5.73
H -1.36 -3.58 3.46
C -0.77 3.14 -1.84
C -0.91 4.68 -1.96
N -0.59 5.30 -0.67
C -1.59 4.89 0.32
C -1.71 3.34 0.34
N -0.61 2.75 -0.44
C 0.65 3.30 0.06
C 0.73 4.82 -0.24
H 0.10 2.77 -2.39
H -1.66 2.63 -2.24
H -1.93 4.97 -2.23
H -0.24 5.08 -2.72
H -2.54 5.36 0.06
H -1.28 5.28 1.29
H -2.65 3.01 -0.10
H -1.66 2.95 1.36
H 1.48 2.76 -0.39
H 0.69 3.12 1.14
H 1.44 5.03 -1.04
H 1.05 5.39 0.64
N -1.32 -0.64 0.75
C -2.18 -0.07 0.26
C -3.25 0.64 -0.36
C -4.26 1.18 0.43
C -5.28 1.91 -0.17
C -5.28 2.09 -1.55
C -4.27 1.55 -2.33
C -3.25 0.82 -1.74
H -4.24 1.04 1.50
H -6.06 2.34 0.44
H -6.07 2.67 -2.01
H -4.28 1.70 -3.40
H -2.46 0.39 -2.34
C 0.35 -5.44 1.27
C -0.01 -4.33 0.29
C -1.46 -4.47 -0.19
C 0.95 -4.33 -0.90
N 0.13 -3.06 0.96
H 0.29 -6.42 0.78
H -0.33 -5.45 2.12
H 1.36 -5.30 1.64
H -1.59 -5.42 -0.71
H -1.72 -3.66 -0.87
H -2.15 -4.44 0.66
H 0.90 -5.29 -1.43
H 1.97 -4.18 -0.55
H 0.70 -3.53 -1.59
```

Computed properties:
Highest occupied orbital energy (alpha / beta) ... -6.754 / -6.772 eV
2S+1 ... 2
LUMO (alpha / beta) ... -0.2 / -0.2 eV
Energy relative to the best compared isomer or geometry (same formula, charge and spin) ... 0.112 eV
Strongest force on any atom ... 0.342 eV Å⁻¹
Net charge ... 0
<S²> ... 0.822

---

Q: Number 4 is which compound?
A: C27H35BBrF2FeN3O3PS5